(1)
Here is a cluster of 2 separate species, C5H13NO2 in total in a non-equilibrium geometry from the Open Molecules 2025 dataset. Energies are from wB97M-V/def2-TZVPD.

CARTESIAN COORDINATES (ANGSTROEM)
C 1.61 1.17 0.20
C 2.43 1.24 -1.07
C 0.18 0.75 -0.14
N -0.42 -0.08 0.84
C 0.22 -1.36 1.58
C 0.04 -2.59 0.77
O -0.32 1.30 -1.09
H 2.17 0.39 0.79
H 1.79 2.02 0.76
H 1.94 0.34 -1.43
H 2.32 2.13 -1.71
H 3.45 0.94 -0.86
H -1.46 -0.29 0.61
H 1.21 -0.87 1.88
H -0.27 -1.63 2.54
H -0.77 -2.34 0.01
H -0.38 -3.40 1.41
H 1.04 -2.88 0.33
H -2.95 0.14 -1.87
H -2.96 0.54 -0.32
O -3.31 -0.02 -0.92

Values from the calculation:
DFT total energy: -10977.96373 eV
Kohn-Sham gap (spin up / spin down): 2.645 / 9.988 eV
Multiplicity: 2
Total charge: -1
LUMO energy (spin up / spin down): 3.844 / 3.753 eV
Molecular weight: 119.164 g mol⁻¹
Expectation value of S²: 0.75

Atomic partial charges in e from the Löwdin method, atoms 1 to 8: -0.2768, -0.1791, -0.5539, 0.0415, -0.4022, -0.2736, 0.0309, 0.0753

---

(2)
Here is a structure of composition C3H5NS3 in a non-equilibrium geometry from the Open Molecules 2025 dataset. Energies are from wB97M-V/def2-TZVPD.

CARTESIAN COORDINATES (ANGSTROEM)
C 0.04 -0.88 0.30
C 1.28 -0.77 -0.36
C 0.12 1.37 -0.13
H -2.70 0.88 0.99
H -0.53 -1.83 -0.07
H 0.24 -0.79 1.51
H 1.01 -0.75 -1.52
H 2.14 -1.48 -0.23
N -0.82 0.31 -0.02
S -2.46 0.30 -0.28
S 1.80 0.76 -0.11
S -0.11 2.89 -0.08

Values from the calculation:
DFT total energy: -37185.50283 eV
Kohn-Sham gap: 9.036 eV
LUMO energy: 0.466 eV
Molecular weight: 151.281 g mol⁻¹

Atomic partial charges in e from the Löwdin method, atoms 1 to 8: -0.3579, -0.6584, -1.2308, -0.0747, 0.1456, 0.1733, 0.1300, 0.1148

---

Sequential ΔE to the lowest compared entry with this formula, charge and spin output: 68.50; 45.11 kcal per mole